Record 1
Molecular formula: C15H13IrN11O7S2
Method: DFT, the ωB97M-V functional and the def2-TZVPD basis

XYZ file:
```
49
Properties=species:S:1:pos:R:3
Ir 0.44880 0.27875 -1.33892
C -3.65702 3.07796 -3.37160
S -3.17896 3.25060 -1.63681
C -1.59973 2.53295 -1.60258
S -1.15012 1.31850 -2.75875
N -0.81186 2.94279 -0.66174
N 0.31746 2.16061 -0.64886
C 1.38559 2.66881 -0.17668
C 2.54514 1.82359 -0.28343
C 3.75569 2.06621 0.33679
C 4.80618 1.19932 0.10262
C 4.61810 0.13089 -0.76563
C 3.38295 -0.06380 -1.34523
N 2.34900 0.75909 -1.09248
H -4.65787 3.50056 -3.43152
H -3.68731 2.03666 -3.67940
H -2.98361 3.64884 -4.00527
H 1.40514 3.67829 0.21027
H 3.85390 2.91963 0.99347
H 5.76452 1.35951 0.57846
H 5.42001 -0.55671 -0.99242
H 3.20429 -0.87179 -2.03468
O -4.51940 -1.69856 4.09887
N -3.60492 -0.97456 4.42999
O -3.49082 -0.42133 5.50221
C -2.53912 -0.74307 3.44236
C -1.51691 0.15055 3.74792
C -0.54956 0.36119 2.80973
C -0.52270 -0.25552 1.54599
O 0.49497 -0.05403 0.77134
C -1.61069 -1.10848 1.30524
C -2.59839 -1.38797 2.23396
N -1.69595 -1.70945 -0.00783
O -1.95278 -2.87802 -0.12100
O -1.50108 -0.97485 -0.99390
N 0.57693 1.27303 3.07680
O 1.49357 0.83898 3.73712
O 0.52013 2.37814 2.57633
H -1.50830 0.65780 4.70329
H -3.40847 -2.06919 2.01225
N 0.28723 -4.76553 -2.99680
N 0.60989 -3.67027 -2.24019
N 1.19057 -3.79239 -1.06390
C 1.39087 -2.52577 -0.74270
N 0.96108 -1.70572 -1.71697
N 0.44481 -2.47332 -2.67553
H 0.16481 -5.56828 -2.39576
H -0.48235 -4.55084 -3.61567
H 1.83630 -2.19378 0.18124
```

The HOMO energy is -11.6 eV. The spin multiplicity is 1. As for the charge: +1. The LUMO energy is -4.5 eV. Its frontier orbital gap is 7.11 eV. The energy relative to the best compared isomer or geometry (same formula, charge and spin) comes out at 55.8 kcal/mol.

***

Record 2
Molecular formula: C3H6O3
Method: DFT, the ωB97M-V functional and the def2-TZVPD basis

XYZ file:
```
12
Properties=species:S:1:pos:R:3
C -0.86456 0.63507 -0.70111
C 0.16537 -0.23205 -0.08216
C 1.50178 0.20966 0.52343
O -0.15840 -0.35917 -1.41065
O -2.16489 0.34160 -0.46255
O -0.30078 -1.30499 0.71733
H -0.78194 1.75575 -1.02041
H 1.99737 -0.73453 0.67792
H 1.47473 0.95838 1.35358
H 1.99627 0.75396 -0.20804
H -2.31864 0.02649 0.44316
H -0.54630 -2.05018 0.16952
```

The HOMO energy is -10.0 eV. The spin multiplicity is 1. The LUMO energy is 0.8 eV. Its frontier orbital gap is 10.86 eV. The energy relative to the best compared isomer or geometry (same formula, charge and spin) comes out at 52.4 kcal/mol.

***

Record 3
Molecular formula: C4H7N2O
Method: DFT, the ωB97M-V functional and the def2-TZVPD basis

XYZ file:
```
14
Properties=species:S:1:pos:R:3
C 0.24468 -0.55498 0.78042
C 2.41337 1.93401 -0.64864
C -0.42910 -0.52814 -0.55085
C -1.88298 -0.22815 -0.86566
N 0.54387 0.42474 0.03960
N 0.24323 -1.17398 1.95834
O 2.58501 1.62040 -1.76592
H 2.73165 2.54248 0.13800
H 0.00293 -1.18301 -1.21102
H -2.16224 0.42107 -0.11400
H -2.40262 -1.08747 -0.78205
H -2.04106 0.32660 -1.88665
H -0.30597 -1.98683 2.19590
H 0.45922 -0.52674 2.71251
```

The HOMO energy (spin up / spin down) is -13.8 / -13.8 eV. The spin multiplicity is 1. As for the charge: +1. The LUMO energy (spin up / spin down) is -6.2 / -6.2 eV. Its frontier orbital gap (spin up / spin down) is 7.63 / 7.63 eV. The energy relative to the best compared isomer or geometry (same formula, charge and spin) comes out at 116.4 kcal/mol.